# 1
{
  "formula": "C6H13N2",
  "method": "ωB97M-V with the def2-TZVPD basis set",
  "e_above_lowest_kj_mol": 320.4,
  "homo_lumo_gap_ev": 9.055,
  "energy_ev": -9403.5471,
  "charge": 1,
  "mol_weight_da": 113.18,
  "elements": ["C", "C", "C", "C", "C", "C", "N", "N", "H", "H", "H", "H", "H", "H", "H", "H", "H", "H", "H", "H", "H"],
  "positions_angstrom": [[1.449, -0.037, 0.732], [2.159, 0.374, 1.855], [-0.401, 0.322, -1.163], [0.135, 0.601, 0.023], [3.462, -0.238, 2.133], [-0.676, 1.586, 0.843], [-0.850, 0.060, -2.319], [-3.149, -1.195, -2.441], [1.677, -0.871, 0.201], [2.040, 1.356, 2.478], [4.105, 0.437, 1.535], [3.499, -1.276, 1.892], [3.725, -0.345, 3.174], [-0.020, 2.406, 0.984], [-0.837, 1.090, 1.826], [-1.501, 1.791, 0.229], [-0.845, 0.860, -2.941], [-1.589, -0.697, -2.364], [-3.457, -1.153, -3.471], [-3.775, -0.630, -1.905], [-3.372, -2.113, -2.105]],
  "mulliken_charge": [-0.46, 0.10, -0.01, 0.67, -1.24, -1.34, -0.24, -0.89, 0.41, 0.26, 0.28, 0.36, 0.37, 0.32, 0.33, 0.47, 0.30, 0.46, 0.30, 0.28, 0.26]
}

# 2
{
  "formula": "C26H50NP3SeTm",
  "method": "ωB97M-V with the def2-TZVPD basis set",
  "e_above_lowest_kj_mol": 0.0,
  "homo_lumo_gap_ev": [6.346, 6.357],
  "energy_ev": -151977.6892,
  "charge": 3,
  "multiplicity": 3,
  "mol_weight_da": 717.51,
  "elements": ["Tm", "P", "P", "P", "H", "C", "C", "H", "C", "C", "C", "C", "C", "C", "C", "C", "C", "H", "H", "H", "H", "H", "H", "H", "H", "H", "H", "H", "H", "H", "H", "H", "H", "H", "H", "H", "H", "H", "H", "H", "H", "H", "H", "H", "H", "H", "C", "C", "C", "C", "C", "C", "Se", "H", "H", "H", "H", "H", "H", "C", "N", "C", "C", "C", "C", "C", "C", "C", "C", "H", "H", "H", "H", "H", "H", "H", "H", "H", "H", "H", "H", "H"],
  "positions_angstrom": [[-0.177, -0.972, -0.528], [0.378, 2.170, 1.363], [-2.448, 0.969, -0.182], [2.548, -0.018, -0.283], [-1.245, -2.885, -5.128], [-0.481, -3.511, -4.603], [-0.242, -3.359, -3.279], [-0.933, -2.696, -2.753], [0.924, 3.693, 0.465], [-0.927, 2.932, 2.448], [1.760, 1.917, 2.604], [-3.035, 0.061, -1.692], [-3.938, 0.769, 0.868], [-2.764, 2.688, -0.736], [3.066, -1.078, -1.697], [3.745, -0.648, 0.967], [3.565, 1.476, -0.807], [-0.004, -4.303, -5.217], [0.494, -3.923, -2.699], [1.058, 4.560, 1.125], [0.156, 3.924, -0.282], [1.866, 3.489, -0.054], [-0.906, 4.018, 2.526], [-0.859, 2.535, 3.467], [-1.902, 2.654, 2.023], [1.742, 2.637, 3.438], [2.725, 1.992, 2.083], [1.637, 0.900, 3.006], [-4.062, 0.384, -1.915], [-3.056, -1.031, -1.541], [-2.403, 0.298, -2.565], [-4.839, 0.609, 0.273], [-4.116, 1.624, 1.523], [-3.802, -0.108, 1.507], [-3.823, 2.822, -0.987], [-2.165, 2.914, -1.619], [-2.510, 3.419, 0.034], [4.133, -0.891, -1.852], [2.535, -0.798, -2.611], [2.911, -2.142, -1.493], [4.627, -1.063, 0.456], [3.254, -1.443, 1.543], [4.067, 0.150, 1.650], [4.507, 1.089, -1.224], [3.800, 2.126, 0.045], [3.048, 2.065, -1.577], [0.483, 1.096, -4.303], [-0.079, -0.052, -4.867], [0.190, -0.397, -6.185], [0.931, 0.491, -6.974], [1.384, 1.707, -6.420], [1.163, 2.033, -5.077], [0.349, 1.314, -2.346], [0.053, -0.324, -2.509], [-0.697, -0.729, -4.276], [-0.180, -1.335, -6.595], [1.137, 0.264, -8.022], [1.914, 2.421, -7.039], [1.489, 2.982, -4.637], [-1.919, -2.340, 4.886], [-2.138, -1.154, 4.024], [-3.230, -0.282, 4.520], [-0.809, -0.412, 3.823], [0.143, -1.335, 3.101], [1.235, -1.864, 3.809], [1.935, -2.932, 3.245], [1.585, -3.385, 1.984], [0.567, -2.739, 1.234], [-0.112, -1.638, 1.750], [-1.588, -1.989, 5.868], [-1.157, -2.985, 4.455], [-2.865, -2.871, 4.984], [-2.378, -1.498, 3.074], [-2.970, 0.086, 5.517], [-3.355, 0.546, 3.818], [-4.136, -0.893, 4.548], [-1.044, 0.511, 3.250], [-0.459, -0.108, 4.837], [1.476, -1.466, 4.808], [2.737, -3.385, 3.821], [2.080, -4.257, 1.574], [0.357, -3.099, 0.228]],
  "lowdin_spin": [2.01, 0.00, 0.00, 0.00, 0.00, 0.00, 0.00, 0.00, 0.00, 0.00, 0.00, 0.00, 0.00, 0.00, 0.00, 0.00, 0.00, 0.00, 0.00, 0.00, 0.00, 0.00, 0.00, 0.00, 0.00, 0.00, 0.00, 0.00, 0.00, 0.00, 0.00, 0.00, 0.00, 0.00, 0.00, 0.00, 0.00, 0.00, 0.00, 0.00, 0.00, 0.00, 0.00, 0.00, 0.00, 0.00, 0.00, 0.00, 0.00, 0.00, 0.00, 0.00, 0.00, 0.00, 0.00, 0.00, 0.00, 0.00, 0.00, 0.00, 0.00, 0.00, 0.00, 0.00, 0.00, 0.00, 0.00, 0.00, 0.00, 0.00, 0.00, 0.00, 0.00, 0.00, 0.00, 0.00, 0.00, 0.00, 0.00, 0.00, 0.00, 0.00]
}

charge of number 2 (C26H50NP3SeTm)?
+3

The lowest charge belongs to which entry?
C6H13N2